The following is a DFT calculation (the ωB97M-V functional and the def2-TZVPD basis) of one molecule with the formula C8H18FNOSi in a non-equilibrium geometry.

Results
total energy: -22719.1103 eV
lowest unoccupied orbital energy: 0.76 eV
Kohn-Sham gap: 10.30 eV
SMILES string: C/C(=N\F)O[Si](C)(C)C(C)(C)C
relative energy (zero: lowest compared OMol25 entry of this formula, charge and spin): 0.0 kJ/mol

```
! wB97M-V def2-TZVPD RIJCOSX def2/J DEFGRID3
* xyz 0 1
Si -0.64008 0.69648 -0.12167
F 3.38566 1.56827 -0.83450
O 0.13493 1.03182 -1.53110
N 2.01215 1.43152 -0.54222
C -2.42592 0.50362 -0.87268
C -0.84868 -1.61203 1.48727
C 1.42856 1.14054 -1.61755
C 1.34677 -0.48726 1.60486
C -0.95799 2.15766 1.05150
C 0.85207 -1.98018 -0.33354
C 0.20253 -0.97262 0.64514
C 2.09673 0.91145 -2.90515
H -1.97317 2.26794 1.19879
H 2.88781 0.27565 -2.71771
H 0.91092 0.13169 2.31237
H -0.47092 -2.23673 2.34851
H 1.80807 -1.27091 2.16049
H 1.71220 -1.43168 -0.87457
H -1.58193 -2.20092 0.94813
H -2.54326 -0.15534 -1.69866
H -2.61502 1.52493 -1.35887
H 1.19604 0.47885 -3.41653
H 2.25563 1.82806 -3.46733
H -1.40850 -0.81522 2.01713
H 1.29553 -2.64808 0.35753
H -3.35608 0.34083 -0.15946
H 2.22136 -0.24719 0.99756
H -0.33128 2.22207 1.91563
H 0.14426 -2.35643 -1.11973
H -0.72284 3.08229 0.45687
*
```